The following is a DFT calculation (the ωB97M-V functional and the def2-TZVPD basis) of C22H36GeN5O7SeTi as an isolated structure.

Element x y z (Å)
Se -1.159 -3.953 2.035
Ge 1.819 1.260 1.540
Ti -0.298 0.222 -0.163
O 1.997 -0.317 0.459
O -3.447 2.042 -4.707
O -3.234 2.223 -2.235
O 0.061 0.576 1.888
O -2.312 1.045 -6.349
O 0.997 1.915 -0.076
O -1.826 1.510 -0.642
N -3.684 -2.204 -0.277
N 0.665 -2.664 0.373
N -1.707 -1.190 -0.238
N -0.324 0.141 -2.403
N -0.438 0.043 -4.576
C -2.258 1.571 -1.841
C 1.701 -2.540 1.369
C 3.644 -1.170 2.066
C 2.702 -1.474 0.905
C -1.644 2.142 2.566
C -0.571 -3.113 0.569
C -1.479 -2.620 -0.573
C -2.843 -3.189 -0.684
C 0.266 -0.320 -3.488
C -1.654 -0.258 3.312
C 0.067 1.311 4.195
C -2.441 1.344 -5.182
C 3.535 -1.993 -0.270
C 2.697 3.643 -0.243
C 1.511 2.801 -2.257
C 0.271 4.153 -0.549
C 1.365 3.115 -0.772
C -1.520 0.782 -4.178
C 1.530 -1.102 -3.521
C -1.440 0.829 -2.823
C -3.029 -1.054 -0.032
C -0.791 0.952 2.985
H -3.368 2.161 -3.709
H -0.245 -0.155 -5.547
H -2.201 -0.591 2.430
H 2.161 -0.792 -4.354
H 4.140 -1.178 -0.669
H 0.646 2.221 4.025
H -3.507 -0.130 0.240
H 3.099 -0.792 2.934
H 1.227 -2.250 2.309
H 3.493 2.907 -0.384
H -0.697 3.756 -0.851
H 2.069 -0.928 -2.591
H 2.187 1.953 -2.393
H -0.572 1.477 5.064
H 0.217 4.417 0.510
H -2.373 -0.012 4.095
H -4.679 -2.314 -0.178
H -0.880 -2.715 -1.497
H 2.631 3.889 0.818
H 2.215 -3.491 1.539
H 1.923 3.662 -2.786
H 0.545 2.564 -2.701
H 2.973 4.550 -0.781
H 4.159 -2.083 2.370
H -3.157 -4.212 -0.771
H -1.004 2.962 2.233
H 4.393 -0.433 1.775
H 1.335 -2.171 -3.624
H 0.913 -2.394 -0.569
H -2.252 2.494 3.401
H 4.197 -2.798 0.052
H 0.477 5.060 -1.120
H 2.915 -2.381 -1.080
H -2.303 1.878 1.738
H -1.034 -1.088 3.653
H 0.754 0.495 4.431

## Properties
Electronic energy   -190163.62650 eV
F_max   1.93 eV/Å
Orbital gap (alpha / beta)   5.8421 / 5.4602 eV
2S+1   2
ΔE to the lowest compared entry with this formula, charge and spin   365.6 kJ/mol
LUMO (alpha / beta)   0.12 / 0.11 eV
⟨S²⟩   0.846

The following is a DFT calculation (the ωB97M-V functional and the def2-TZVPD basis) of an isolated ion of composition C7H14N and charge +1.

Element x y z (Å)
N -1.918 1.800 -1.495
C 0.436 -0.504 0.460
C -0.317 0.276 -2.498
C 1.642 -1.802 2.143
C 2.135 -1.994 3.362
C -0.187 0.793 -0.017
C -1.116 0.469 -1.204
C 0.922 -0.624 1.696
H 1.927 -1.332 4.193
H 0.360 1.110 -2.674
H -1.017 0.297 -3.330
H 0.169 -0.693 -2.503
H -2.201 1.809 -2.471
H 1.755 -2.611 1.443
H 2.665 -2.880 3.672
H -0.769 1.199 0.811
H 0.479 1.563 -0.414
H -1.932 -0.215 -0.997
H 0.578 0.074 2.454
H -2.791 1.851 -0.967
H -1.402 2.668 -1.349
H 0.583 -1.251 -0.315

## Properties
Electronic energy   -8968.28789 eV
F_max   2.30 eV/Å
Orbital gap   8.2503 eV
ΔE to the lowest compared entry with this formula, charge and spin   76.2 kJ/mol
LUMO   -3.54 eV
Charge   +1

The following is a DFT calculation (the ωB97M-V functional and the def2-TZVPD basis) of a 2-piece molecular cluster, C5H8NO4P overall.

Element x y z (Å)
P -0.442 0.370 2.078
O -1.435 -0.544 2.660
O -0.299 1.709 2.699
O -1.230 -0.409 -3.683
O 0.324 1.118 -3.139
N 1.151 -0.415 1.988
C -0.857 0.029 -1.304
C -1.157 -1.394 -0.896
C -0.700 0.979 -0.461
C -0.573 0.302 -2.913
C 1.947 0.540 1.269
H 1.169 -1.192 1.479
H -1.014 -1.395 0.226
H 1.623 1.562 1.519
H 3.093 0.405 1.392
H -2.264 -1.697 -1.081
H 1.999 0.245 0.201
H -0.464 2.059 -0.578
H -0.871 -2.270 -1.458

## Properties
Electronic energy   -24282.61149 eV
F_max   5.65 eV/Å
Orbital gap   6.5205 eV
ΔE to the lowest compared entry with this formula, charge and spin   82.5 kJ/mol
LUMO   6.45 eV
Charge   -2

The following is a DFT calculation (the ωB97M-V functional and the def2-TZVPD basis) of a 5-piece molecular cluster, C20H50O7S2 overall.

Element x y z (Å)
S 1.490 5.518 0.448
S -1.512 2.005 1.227
O -0.367 3.012 1.828
O -0.738 0.561 1.177
O -5.322 -1.522 2.011
O 2.789 5.382 -3.146
O -1.764 2.450 -0.113
O 4.484 -3.316 1.026
O -4.826 -5.013 0.506
C -0.578 -0.814 -0.878
C -3.452 -1.324 3.528
C 1.023 2.645 1.693
C 1.335 -1.983 -1.887
C 2.628 6.804 -3.170
C -6.038 -3.254 -0.632
C -4.351 -2.270 2.746
C 0.610 -1.717 -0.555
C -5.530 -5.445 -1.764
C 5.577 -2.413 0.859
C -5.858 -4.753 -0.450
C 1.185 3.989 -0.470
C 6.876 -3.187 0.699
C 1.573 7.189 -4.195
C 5.644 -1.453 2.037
C 3.964 7.469 -3.463
C -1.410 -0.369 0.296
C 1.638 -1.103 0.386
C -5.044 -3.267 3.660
C 1.515 2.695 0.272
H -6.269 -2.774 0.318
H 1.247 1.705 2.182
H 0.274 -2.678 -0.175
H 1.130 1.861 -0.301
H 2.042 -2.800 -1.796
H 2.010 -0.186 -0.058
H -2.351 0.052 -0.047
H 7.721 -2.516 0.540
H -6.770 -5.181 -0.032
H -1.249 -1.401 -1.505
H -3.760 -2.808 2.005
H -5.115 -2.799 -1.006
H 2.596 2.580 0.267
H -2.970 -0.616 2.856
H 0.172 3.976 -0.845
H 1.579 3.399 2.238
H 6.454 -0.732 1.916
H -4.320 -3.870 4.209
H 4.341 7.156 -4.441
H 6.811 -3.872 -0.148
H 0.621 -2.138 -2.689
H -1.650 -1.251 0.883
H -6.318 -5.288 -2.502
H -6.840 -3.037 -1.340
H 1.413 8.267 -4.212
H 2.289 7.089 -2.174
H 1.876 6.867 -5.196
H 0.625 6.700 -3.968
H 7.075 -3.788 1.590
H 4.639 -3.826 1.830
H -5.679 -2.745 4.381
H 2.429 -1.832 0.524
H 1.838 4.067 -1.331
H -4.037 -0.742 4.246
H 1.230 -0.852 1.360
H 3.875 8.556 -3.460
H 1.913 -1.092 -2.116
H 3.089 5.106 -4.020
H -5.862 -1.035 2.645
H -5.403 -6.518 -1.612
H 4.706 7.178 -2.720
H 5.369 -1.855 -0.055
H 0.563 5.498 1.415
H -0.271 0.024 -1.499
H 4.705 -0.907 2.139
H -4.007 -4.644 0.153
H -2.681 -1.871 4.072
H 5.806 -2.002 2.969
H -5.681 -3.933 3.079
H -4.592 -5.060 -2.174

## Properties
Electronic energy   -57552.95546 eV
F_max   1.77 eV/Å
Orbital gap   9.3619 eV
ΔE to the lowest compared entry with this formula, charge and spin   41.8 kJ/mol
LUMO   0.60 eV